1.
Computed, not measured: C39H36BrF5FeNO2P as an isolated structure at a distorted geometry, with the ωB97M-V functional and the def2-TZVPD basis.

```
86
Properties=species:S:1:pos:R:3:forces:R:3
Fe 0.6337 -0.5964 0.6727 1.6978 -0.4041 1.3632
C 0.8549 2.2355 -3.4856 -0.0626 0.0444 -0.0242
C 0.0082 3.3131 -2.8764 0.0056 0.0358 0.0343
C 0.0433 4.5820 -3.4352 -0.0374 0.1071 -0.0879
C -0.7394 5.6123 -2.9444 -0.0112 0.0403 0.0141
C -1.5557 5.3800 -1.8518 0.0084 0.1759 -0.1029
C -1.5988 4.1236 -1.2781 0.0108 -0.1381 -0.0025
C -0.8391 3.0729 -1.7844 0.2685 0.1146 0.1456
P -0.8820 1.3847 -1.0533 -0.7496 0.2217 -0.1798
C -2.2163 1.6293 0.2123 0.3225 -0.1687 0.0200
C -1.6480 2.1829 1.3636 0.0335 0.0248 -0.1639
C -2.3954 2.4442 2.4923 -0.1178 0.0750 0.0744
C -3.7462 2.1416 2.4945 0.1276 0.0728 -0.0156
C -4.3132 1.5808 1.3669 -0.0629 0.0016 0.0321
C -3.5767 1.3066 0.2180 0.0065 0.0410 0.0377
C -4.2913 0.6740 -0.9357 0.0152 -0.0393 -0.0028
C -1.5459 0.5350 -2.5287 0.1874 -0.1123 0.1334
C -2.4897 1.0984 -3.3728 0.0532 -0.0882 -0.0359
C -3.0804 0.3532 -4.3793 -0.0496 0.0513 0.0199
C -2.7301 -0.9924 -4.5348 -0.1682 0.0595 -0.1626
C -1.7202 -1.5348 -3.7933 0.2648 -0.0957 0.2136
C -1.0140 -0.7630 -2.8236 -0.8957 0.5377 -0.3268
C 0.1615 -1.2388 -2.2937 0.6573 -0.1983 0.2167
H 1.7476 2.6654 -3.9371 0.0732 -0.0253 0.0184
H 0.2941 1.7176 -4.2652 0.0303 -0.1133 -0.0067
H 1.1502 1.4968 -2.7423 0.1229 -0.1006 -0.0291
H 0.6939 4.7644 -4.2808 0.0647 -0.0121 -0.0601
H -0.7100 6.5873 -3.4116 0.0337 0.0585 0.0065
H -2.1571 6.1786 -1.4449 -0.0942 0.0784 0.0592
H -2.2375 3.9546 -0.4266 -0.0818 0.0036 0.0945
H -0.5869 2.4003 1.3663 0.0732 0.0189 0.0750
H -1.9178 2.8577 3.3663 0.0651 0.0603 0.1201
H -4.3495 2.3287 3.3709 -0.0575 -0.0100 0.0796
H -5.3633 1.3223 1.3792 -0.0916 -0.0419 -0.0287
H -5.2736 0.3247 -0.6276 -0.0810 -0.0235 0.0636
H -3.7324 -0.1723 -1.3248 -0.0376 -0.0682 -0.0917
H -4.4254 1.3951 -1.7394 -0.0535 -0.0478 -0.1089
H -2.7860 2.1289 -3.2226 -0.0634 0.0150 0.0447
H -3.8436 0.7941 -5.0041 -0.0404 0.0348 -0.0650
H -3.2534 -1.5948 -5.2639 0.0100 -0.0743 -0.0767
H -1.4058 -2.5578 -3.9341 0.0037 -0.1414 -0.0809
H 0.8192 -0.6313 -1.6774 -0.1226 -0.1201 -0.3008
H 0.4803 -2.2390 -2.5173 0.1128 -0.1592 0.0288
C 2.2778 -2.0983 3.3238 -0.1043 -0.0475 0.0307
N 2.3816 -0.9018 2.5088 -0.1249 0.0727 0.0134
C 3.6803 -0.8805 1.8517 0.0192 0.0412 -0.1130
C 2.1639 0.2974 3.3107 -0.0796 -0.0286 -0.0472
C 2.1138 1.5258 2.4384 0.1385 0.1693 -0.1278
C 2.4561 2.7557 2.9841 0.0088 -0.0800 0.1641
C 2.4774 3.8954 2.2000 0.0238 0.2373 0.1046
C 2.2142 3.7861 0.8484 0.0333 0.0415 -0.2374
C 1.8665 2.5535 0.3117 0.1029 0.0124 0.0735
C 1.7577 1.4048 1.0893 -0.9111 -1.3098 -0.2970
H 3.1099 -2.1636 4.0449 0.0037 -0.0107 -0.0261
H 2.2926 -2.9717 2.6750 0.0268 -0.0765 -0.0136
H 1.3419 -2.0927 3.8754 -0.0898 -0.0316 -0.0081
H 4.5072 -0.9703 2.5746 -0.0403 -0.0062 0.0478
H 3.7929 0.0498 1.3005 0.0651 -0.0440 -0.0357
H 3.7183 -1.7090 1.1483 0.0642 -0.0748 -0.0157
H 2.9515 0.4106 4.0780 -0.0365 -0.0086 -0.0216
H 1.2072 0.1843 3.8284 0.0341 -0.0998 0.0414
H 2.7085 2.8184 4.0365 0.0341 0.0354 0.1035
H 2.7140 4.8585 2.6351 0.0445 0.0149 0.0301
H 2.2700 4.6532 0.2051 0.0176 0.1420 -0.0527
H 1.6838 2.5035 -0.7535 -0.1407 0.0168 -0.0896
Br 5.7603 -6.0265 0.7732 -0.1671 0.0102 -0.0035
C 3.8451 -5.9934 0.7432 0.3017 -0.0876 0.0070
C 3.1562 -7.1246 1.1403 0.1156 -0.1070 0.0185
C 1.7703 -7.1077 1.1105 0.0327 0.0167 0.0275
C 1.1002 -5.9771 0.6792 -0.0115 0.1272 -0.0652
C 1.8103 -4.8476 0.2919 -0.1639 0.2413 -0.0623
C 3.1976 -4.8484 0.3282 -0.0472 0.0132 0.0344
C 1.0530 -3.6039 -0.1743 -0.0033 -0.5303 -0.0294
O -0.0034 -3.7761 -0.7710 -0.4240 -0.1461 -0.0936
O 1.6149 -2.5064 0.1000 0.1827 1.2915 0.1870
H 3.6943 -8.0051 1.4606 0.0286 -0.0157 0.0278
H 1.2224 -7.9836 1.4290 -0.0466 -0.0467 0.0077
H 0.0224 -5.9401 0.6365 -0.0953 -0.0053 -0.0303
H 3.7405 -3.9637 0.0300 0.0295 0.0371 0.0273
F -1.0265 -2.3523 3.4351 0.1020 -0.0430 -0.5355
C -0.8118 -1.7580 2.1959 0.3647 0.5285 -0.2348
F -0.8601 -0.3460 2.5146 -0.3674 0.0766 0.0588
C -2.0541 -1.9657 1.3602 -0.7257 0.0668 0.0860
F -1.8445 -1.3313 0.1701 0.0041 -0.0204 -0.1684
F -3.2236 -1.4533 1.8273 0.1455 0.0834 0.1728
F -2.3126 -3.2442 1.0926 0.2850 -0.1469 0.1024
```
Positions in Å, forces in eV/Å.

## Properties
- total charge = -1
- spin multiplicity = 6
- expectation value of S² = 8.80
- Kohn-Sham gap (alpha / beta) (eV) = 7.360 / 6.973

---

2.
Computed, not measured: C39H36Cl3N5OP2V as an isolated structure, with the ωB97M-V functional and the def2-TZVPD basis.

```
87
Properties=species:S:1:pos:R:3:forces:R:3
V 0.8174 -0.0797 -0.9266 0.2650 0.1108 0.1015
C -2.3103 -1.2110 0.5065 0.0293 -0.0486 0.0131
N -2.3880 0.0434 1.2092 0.1303 0.0961 -0.0478
C -2.3388 1.2368 0.4087 -0.0527 -0.0032 -0.0027
P -0.6553 1.7735 -0.2218 -0.0045 -0.0449 0.1315
C -0.9725 2.8523 -1.6515 0.0252 0.0779 -0.0793
C 0.0628 3.7216 -2.0144 -0.0338 0.0073 -0.0313
C -0.0426 4.5074 -3.1527 0.0348 -0.0190 0.0222
C -1.1820 4.4354 -3.9454 -0.0214 0.0031 -0.0076
C -2.2109 3.5765 -3.5931 -0.0295 0.0119 -0.0014
C -2.1086 2.7841 -2.4553 0.0685 0.0253 0.0027
C 0.0578 2.8905 1.0059 -0.0132 -0.0146 0.0023
C 1.2561 2.5565 1.6312 -0.0760 -0.0034 -0.0134
C 1.7860 3.3887 2.6077 0.0494 -0.0020 0.0285
C 1.1236 4.5560 2.9554 0.0022 -0.0074 -0.0061
C -0.0654 4.9025 2.3221 -0.0262 0.0107 -0.0090
C -0.5967 4.0751 1.3482 -0.0006 -0.0143 0.0100
C -2.4724 0.1008 2.6228 -0.0127 0.0779 0.1338
C -3.0407 -0.9455 3.3500 -0.0015 -0.0482 -0.0447
C -3.1285 -0.8773 4.7312 -0.0012 -0.0127 -0.0134
C -2.6724 0.2356 5.4203 0.0097 0.0256 0.0410
C -2.1215 1.2849 4.7042 -0.0075 -0.0270 0.0060
C -2.0113 1.2172 3.3232 -0.0326 -0.0719 -0.0963
P -0.5312 -1.7331 0.3227 -0.1884 0.0546 0.0273
C -0.5303 -3.2727 -0.6353 -0.0647 -0.0323 0.0034
C 0.3688 -4.2945 -0.3294 -0.0137 -0.0052 -0.0786
C 0.4237 -5.4318 -1.1226 0.0286 -0.0102 0.0379
C -0.4147 -5.5609 -2.2207 -0.0150 -0.0063 -0.0117
C -1.3117 -4.5481 -2.5306 -0.0086 0.0039 -0.0025
C -1.3661 -3.4056 -1.7467 0.0256 -0.0433 0.0481
C -0.0815 -2.1636 2.0130 0.0001 -0.0169 -0.0305
C -0.6004 -3.3104 2.6168 0.0372 0.0201 0.0348
C -0.3539 -3.5535 3.9561 -0.0265 -0.0317 0.0104
C 0.3930 -2.6486 4.7024 -0.0053 0.0030 -0.0141
C 0.9092 -1.5087 4.1062 0.0218 0.0314 0.0083
C 0.6804 -1.2697 2.7585 -0.0581 -0.0464 0.0049
H -2.7802 -1.1154 -0.4753 0.0310 0.0151 -0.0372
H -2.8424 -2.0013 1.0338 0.0140 0.0032 -0.0439
H -2.7865 2.0716 0.9497 0.0269 0.0156 0.0269
H -2.9486 1.0784 -0.4850 -0.0133 -0.0040 -0.0191
H 0.9400 3.8080 -1.3811 -0.0084 0.0048 -0.0204
H 0.7532 5.1966 -3.4066 -0.0094 -0.0050 0.0037
H -1.2737 5.0616 -4.8230 0.0005 -0.0063 0.0045
H -3.1076 3.5277 -4.1979 0.0092 0.0015 0.0079
H -2.9336 2.1304 -2.2091 -0.0252 -0.0207 0.0245
H 1.7774 1.6439 1.3598 0.0116 0.0023 0.0089
H 2.7156 3.1265 3.0956 -0.0088 0.0044 -0.0021
H 1.5356 5.2044 3.7173 -0.0007 -0.0080 -0.0028
H -0.5757 5.8184 2.5894 0.0054 -0.0075 -0.0021
H -1.5210 4.3494 0.8513 0.0066 0.0159 0.0135
H -3.4387 -1.8195 2.8512 0.0102 0.0315 0.0505
H -3.5775 -1.7011 5.2710 0.0006 -0.0017 -0.0138
H -2.7534 0.2860 6.4976 -0.0005 -0.0015 -0.0122
H -1.7616 2.1665 5.2193 -0.0017 -0.0039 -0.0094
H -1.5497 2.0407 2.8017 0.0320 0.0654 -0.0548
H 1.0076 -4.2104 0.5413 0.0168 -0.0056 -0.0203
H 1.1116 -6.2285 -0.8709 -0.0023 0.0085 -0.0060
H -0.3789 -6.4566 -2.8265 0.0000 0.0085 0.0029
H -1.9805 -4.6545 -3.3749 0.0043 -0.0018 0.0033
H -2.0823 -2.6298 -1.9927 -0.0135 0.0033 -0.0087
H -1.1944 -4.0113 2.0410 -0.0073 0.0056 0.0189
H -0.7536 -4.4432 4.4249 0.0066 0.0109 -0.0032
H 0.5707 -2.8357 5.7531 0.0011 0.0010 -0.0038
H 1.4866 -0.8036 4.6898 -0.0059 -0.0094 -0.0045
H 1.0790 -0.3776 2.2905 0.0087 0.0174 0.0125
Cl -1.5620 -1.9896 -5.5026 0.0215 0.1910 0.1368
C -1.8429 -0.4127 -4.7469 -0.4232 -0.0844 -0.4988
Cl -3.5371 -0.2773 -4.2184 0.3056 0.0001 -0.0031
Cl -1.4234 0.9010 -5.8566 -0.0154 -0.1375 0.1235
C -0.9879 -0.3044 -3.5714 0.0553 0.0026 0.0330
N -0.3193 -0.2228 -2.6473 -0.1821 -0.0359 -0.0049
C 4.8972 -2.1154 -0.5483 0.0678 -0.0657 0.0207
N 4.4114 -1.0886 -1.4798 -0.1271 0.2549 0.0647
C 5.0274 -0.8075 -2.6625 -0.0760 0.0763 -0.0519
C 4.5153 0.0906 -3.5341 0.0394 -0.0084 0.0377
C 3.3053 0.7544 -3.1746 0.1948 0.1314 -0.0940
N 2.7319 0.5102 -1.9924 -0.2720 -0.2831 0.0592
C 3.2655 -0.4167 -1.1673 0.2217 -0.1461 0.1063
O 2.6231 -0.6901 -0.1142 0.1600 -0.1084 -0.0519
N 2.7268 1.6380 -3.9810 -0.0835 -0.0341 0.0726
H 5.9148 -2.3820 -0.8182 -0.0076 0.0300 -0.0430
H 4.2593 -2.9956 -0.6010 -0.0128 0.0117 -0.0082
H 4.8780 -1.7237 0.4638 0.0025 0.0260 -0.0010
H 5.9428 -1.3474 -2.8606 -0.0021 -0.0099 0.0112
H 5.0176 0.3063 -4.4648 0.0003 -0.0169 0.0120
H 3.1394 1.8859 -4.8639 0.0087 0.0002 0.0012
H 1.9085 2.1415 -3.6691 0.0012 0.0165 -0.0125
```
Positions in Å, forces in eV/Å.

## Properties
- total charge = +2
- spin multiplicity = 4
- expectation value of S² = 3.77
- Kohn-Sham gap (alpha / beta) (eV) = 6.682 / 6.545